# 1
{
  "formula": "C4H11N3O2",
  "method": "ωB97M-V/def2-TZVPD",
  "smiles": "CN=C(N)N.CC(=O)O",
  "lumo_energy_ha": 0.03332,
  "max_force_ev_per_a": 1.1,
  "orbital_gap_ev": 9.79,
  "mol_weight_g_mol": 133.15,
  "e_above_lowest_kcal_mol": 0.1,
  "symbols": ["C", "C", "O", "O", "H", "H", "H", "C", "C", "N", "N", "N", "H", "H", "H", "H", "H", "H", "H", "H"],
  "xyz": [[3.02798, 1.29930, 1.60222], [2.00669, 0.59850, 0.71891], [1.35637, -0.36243, 1.36497], [1.82420, 0.88765, -0.44154], [4.02348, 1.01811, 1.26441], [2.87919, 0.98320, 2.62598], [2.84210, 2.35083, 1.43985], [-2.23613, -1.18774, 1.04746], [-1.45352, -0.34687, -1.01903], [-1.18160, -0.66608, 0.18787], [-0.48635, 0.13844, -1.86830], [-2.69916, -0.47580, -1.60752], [0.55048, -0.67817, 0.87959], [-2.25422, -2.27794, 1.00667], [-3.25195, -0.83733, 0.81663], [0.42688, 0.25901, -1.44388], [-0.74210, 0.93444, -2.43102], [-3.30868, -1.10945, -1.11259], [-2.69221, -0.60759, -2.60924], [-2.03577, -0.82671, 2.04784]],
  "atomic_forces_ev_per_a": [[-0.7, -0.7, -0.6], [0.2, -0.3, 0.5], [0.2, 0.0, 0.3], [0.1, 0.1, -0.1], [0.0, 0.2, 0.0], [0.1, 0.2, 0.2], [0.3, 0.4, 0.2], [0.0, 0.2, -0.5], [0.0, 0.0, -0.4], [0.1, 0.0, 0.3], [0.1, -0.2, -0.2], [-0.2, 0.0, 0.1], [-0.3, 0.3, -0.4], [0.0, -0.1, 0.3], [0.1, 0.1, -0.1], [0.0, 0.1, 0.2], [-0.2, -0.1, -0.1], [-0.1, 0.1, -0.3], [0.0, 0.0, 0.2], [0.1, -0.3, 0.3]]
}

=====

# 2
{
  "formula": "CH3INOP",
  "method": "ωB97M-V/def2-TZVPD",
  "lumo_energy_ha": [-0.05737, -0.05733],
  "max_force_ev_per_a": 2.4,
  "orbital_gap_ev": [6.88, 6.88],
  "mol_weight_g_mol": 202.92,
  "e_above_lowest_kcal_mol": 27.6,
  "symbols": ["C", "N", "O", "P", "I", "H", "H", "H"],
  "xyz": [[0.05237, -1.68361, -0.86899], [0.73652, -0.83374, -0.18677], [-0.95160, -1.87097, -1.42446], [0.05928, 0.79335, 0.18995], [1.88699, -4.10212, -1.04169], [1.65496, -1.08892, 0.14806], [-1.10281, 0.30005, 0.80648], [-0.59469, 0.91153, -1.04299]],
  "atomic_forces_ev_per_a": [[-0.4, -2.1, -1.1], [0.5, 1.0, 0.6], [0.8, 0.1, 0.5], [0.3, -0.4, 0.0], [-0.9, 1.5, 0.2], [0.0, -0.3, -0.2], [-0.1, 0.0, 0.2], [0.0, 0.1, -0.2]]
}

=====

# 3
{
  "formula": "ClH12O6",
  "method": "ωB97M-V/def2-TZVPD",
  "lumo_energy_ha": 0.10955,
  "max_force_ev_per_a": 0.5,
  "orbital_gap_ev": 7.30,
  "total_charge": -1,
  "mol_weight_g_mol": 143.54,
  "e_above_lowest_kcal_mol": 43.6,
  "symbols": ["Cl", "O", "H", "H", "O", "H", "H", "O", "H", "H", "O", "H", "H", "O", "H", "H", "O", "H", "H"],
  "xyz": [[-4.96729, 8.74397, 18.68998], [-6.58551, 11.82446, 14.90899], [-7.52990, 11.67241, 14.87371], [-6.26721, 11.20578, 15.56636], [-8.35962, 5.88335, 14.42369], [-8.79874, 5.03360, 14.45994], [-7.89942, 5.95156, 15.26024], [-2.47108, 12.99143, 19.84348], [-2.74360, 12.10963, 19.58970], [-2.96553, 13.57141, 19.26437], [-2.96886, 5.58592, 22.60113], [-2.06223, 5.65790, 22.89959], [-3.05982, 6.27390, 21.94186], [-9.19112, 12.32761, 19.02528], [-8.53621, 11.68340, 18.75635], [-10.02995, 11.92595, 18.79887], [-7.54232, 5.05462, 21.18681], [-7.31935, 5.89060, 20.77735], [-6.75920, 4.81325, 21.68148]],
  "atomic_forces_ev_per_a": [[-0.1, 0.1, 0.0], [0.0, 0.3, -0.2], [-0.2, 0.0, 0.0], [0.2, -0.3, 0.3], [-0.1, 0.1, -0.3], [-0.1, -0.2, 0.0], [0.2, 0.1, 0.3], [0.3, 0.2, 0.2], [-0.2, -0.4, -0.1], [-0.1, 0.1, -0.1], [-0.1, -0.2, 0.2], [0.2, 0.0, 0.1], [-0.2, 0.3, -0.3], [-0.1, 0.3, 0.1], [0.3, -0.2, 0.0], [-0.2, -0.1, 0.0], [-0.3, -0.2, 0.1], [0.1, 0.3, -0.2], [0.2, 0.0, 0.1]]
}

=====

# 4
{
  "formula": "C7H28ClHgO11",
  "method": "ωB97M-V/def2-TZVPD",
  "lumo_energy_ha": -0.13295,
  "max_force_ev_per_a": 2.5,
  "orbital_gap_ev": 8.22,
  "total_charge": 1,
  "mol_weight_g_mol": 524.33,
  "e_above_lowest_kcal_mol": 13.6,
  "symbols": ["Hg", "Cl", "O", "O", "O", "O", "C", "O", "H", "H", "H", "H", "C", "O", "H", "H", "H", "H", "C", "O", "H", "H", "H", "H", "C", "O", "H", "H", "H", "H", "C", "O", "H", "H", "H", "H", "C", "O", "H", "H", "H", "H", "C", "O", "H", "H", "H", "H"],
  "xyz": [[-0.16789, -0.02825, -0.31178], [0.66201, 2.52042, 2.64573], [0.38859, 1.50244, 1.61509], [1.99203, 2.94003, 2.49261], [-0.24960, 3.61091, 2.43360], [0.50484, 1.87165, 3.90647], [-2.98368, 1.06315, 1.42087], [-2.29913, 0.76683, 0.16964], [-3.50271, 2.01073, 1.27649], [-3.79104, 0.33454, 1.52646], [-2.26152, 1.09372, 2.22723], [-2.93330, 0.85602, -0.54793], [1.97317, -3.10571, -0.08694], [0.93950, -2.29644, -0.68547], [2.43013, -2.52116, 0.71130], [1.56143, -3.96493, 0.44739], [2.69984, -3.38276, -0.84933], [0.61008, -2.89909, -1.36199], [1.10527, 3.07209, -1.35843], [-0.16124, 2.40972, -1.23761], [1.50947, 3.20862, -0.35266], [1.84030, 2.49597, -1.92613], [1.07720, 4.03436, -1.87191], [-0.76294, 3.16320, -1.22141], [-0.52934, 0.61167, -3.58602], [0.34728, -0.04657, -2.67605], [-1.51798, 0.83303, -3.20654], [-0.02091, 1.46914, -4.03870], [-0.65842, 0.05335, -4.52501], [1.16135, -0.25381, -3.14348], [3.19120, 0.12881, 0.70044], [2.17340, 0.18378, -0.32033], [4.05264, -0.44950, 0.36351], [3.57756, 1.14424, 0.82956], [2.83994, -0.17430, 1.68184], [2.66606, 0.05333, -1.13438], [-2.84103, -2.27543, -0.73729], [-1.66341, -1.70345, -1.29827], [-2.73306, -3.36076, -0.63218], [-2.95044, -1.87856, 0.26532], [-3.72723, -2.13530, -1.35896], [-1.57247, -2.06207, -2.18886], [-0.09470, -1.40841, 2.88636], [-0.72316, -1.39064, 1.60115], [0.95826, -1.13027, 2.81958], [-0.45173, -0.81273, 3.72624], [-0.03760, -2.46429, 3.17160], [-1.62699, -1.68730, 1.73919]],
  "atomic_forces_ev_per_a": [[0.5, 0.7, 0.8], [-1.0, -0.4, -0.1], [-0.3, -0.7, -0.7], [1.7, 0.7, -0.4], [0.0, -0.4, 0.3], [-0.6, 0.1, 0.5], [-0.7, 0.2, -1.0], [-0.1, 0.0, 0.2], [0.4, 0.2, 0.4], [0.3, -0.3, 0.5], [0.0, 0.0, 0.0], [0.0, 0.0, 0.0], [0.0, 0.6, 0.9], [0.5, -1.1, -0.3], [0.2, 0.2, -0.3], [-0.1, -0.2, -0.5], [0.1, -0.1, 0.2], [-0.5, 0.5, -0.1], [1.2, 0.0, 0.5], [0.2, 0.7, -0.8], [0.1, 0.1, -0.1], [-0.4, -0.4, 0.0], [-0.5, 0.0, 0.1], [-0.5, -0.5, 0.4], [0.7, 0.3, -2.4], [-0.5, -0.2, 0.0], [0.3, 0.1, 0.6], [-0.3, 0.6, 0.8], [-0.2, -0.8, 0.5], [0.0, -0.1, 0.1], [0.9, 1.4, 0.2], [0.4, -0.3, 0.2], [-0.3, -0.4, 0.1], [-0.2, 0.0, 0.2], [-0.4, -0.3, -0.3], [-0.4, 0.0, -0.2], [-0.1, -1.0, 0.2], [-0.5, -0.1, -0.6], [0.2, 0.1, 0.0], [-0.3, 0.3, -0.2], [0.0, 0.5, 0.2], [0.2, 0.2, 0.0], [1.7, -1.3, 0.7], [-0.2, 0.6, 0.4], [-0.2, 0.3, -0.6], [-0.8, 0.3, -0.6], [-0.3, 0.1, 0.3], [0.0, 0.1, -0.1]]
}

=====

# 5
{
  "formula": "C5H8NOS",
  "method": "ωB97M-V/def2-TZVPD",
  "lumo_energy_ha": -0.15269,
  "max_force_ev_per_a": 1.8,
  "orbital_gap_ev": 9.17,
  "total_charge": 1,
  "mol_weight_g_mol": 130.19,
  "e_above_lowest_kcal_mol": 0.0,
  "symbols": ["C", "C", "C", "C", "C", "N", "O", "S", "H", "H", "H", "H", "H", "H", "H", "H"],
  "xyz": [[1.34496, -1.16744, -0.00035], [1.93482, 0.02769, 0.43685], [-0.02419, -1.29562, -0.02230], [1.12320, 1.03600, 0.87703], [-0.82509, -0.21627, 0.38198], [-0.21264, 0.87374, 0.89197], [-1.05633, 0.91058, -1.48620], [-2.54508, -0.30774, 0.61466], [1.96680, -1.99388, -0.30781], [3.00507, 0.14482, 0.43755], [-0.49054, -2.20846, -0.35627], [1.50192, 1.97820, 1.24195], [-0.79670, 1.63776, 1.21457], [-1.70195, 0.58060, -2.12358], [-0.53357, 1.55879, -1.97727], [-2.69069, -1.55879, 0.17720]],
  "atomic_forces_ev_per_a": [[-0.3, 0.2, 0.1], [-0.2, 0.0, -0.1], [0.1, 0.3, 0.1], [0.5, -0.1, -0.1], [0.4, -1.0, 1.4], [-0.4, -0.3, 0.0], [-0.1, 0.8, -1.6], [-0.3, 0.2, 0.1], [0.0, -0.1, 0.0], [0.1, 0.1, 0.0], [-0.1, 0.0, 0.0], [-0.1, 0.0, 0.1], [0.1, 0.0, 0.0], [0.0, 0.1, 0.0], [0.0, -0.1, -0.1], [0.1, -0.2, 0.0]]
}

=====

# 6
{
  "formula": "C4H8Cl2Si",
  "method": "ωB97M-V/def2-TZVPD",
  "smiles": "CC(C)=C[SiH](Cl)Cl",
  "lumo_energy_ha": 0.02198,
  "max_force_ev_per_a": 3.0,
  "orbital_gap_ev": 10.08,
  "mol_weight_g_mol": 155.10,
  "e_above_lowest_kcal_mol": 24.1,
  "symbols": ["C", "C", "C", "C", "Si", "Cl", "Cl", "H", "H", "H", "H", "H", "H", "H", "H"],
  "xyz": [[0.67965, 0.56880, -0.14865], [-0.57558, 0.11182, -0.07931], [-1.66335, 1.00824, -0.52569], [-0.93872, -1.27937, 0.20529], [2.26835, -0.12437, 0.52727], [2.90940, -1.97348, -0.24303], [3.48012, 1.35818, -0.24775], [0.75737, 1.68401, -0.19393], [-1.62742, 2.04941, 0.05145], [-1.62530, 1.20368, -1.69054], [-2.66967, 0.47500, -0.38719], [-0.79580, -1.87125, -0.68253], [-1.97296, -1.39823, 0.52623], [-0.31092, -1.80201, 0.86974], [2.08483, -0.01041, 2.01864]],
  "atomic_forces_ev_per_a": [[0.0, 0.5, 1.3], [1.1, 0.5, -0.7], [-2.2, 1.7, -0.9], [-0.8, -0.7, -0.5], [-0.9, 0.5, -0.6], [-0.4, 0.8, 0.6], [0.6, -0.3, 0.4], [0.1, -0.9, -0.6], [-0.3, -2.2, -1.4], [0.1, -0.2, 2.3], [1.2, 1.2, 0.1], [-0.3, -0.2, -0.8], [0.0, 0.0, 0.0], [0.9, -0.3, 1.3], [0.7, -0.5, -0.5]]
}

=====

# 7
{
  "formula": "H8O4",
  "method": "ωB97M-V/def2-TZVPD",
  "smiles": "O.O.O.O",
  "lumo_energy_ha": 0.01925,
  "max_force_ev_per_a": 0.4,
  "orbital_gap_ev": 11.91,
  "mol_weight_g_mol": 72.06,
  "e_above_lowest_kcal_mol": 24.1,
  "symbols": ["O", "H", "H", "O", "H", "H", "O", "H", "H", "O", "H", "H"],
  "xyz": [[-2.65192, 0.64981, -1.42318], [-3.07858, 0.92199, -0.61071], [-1.77834, 0.36725, -1.15251], [1.13750, -1.04933, -0.58433], [2.06386, -1.02778, -0.82437], [1.11677, -1.51678, 0.25071], [0.13078, 3.92900, -1.79582], [-0.11795, 3.05715, -1.48883], [-0.65011, 4.46457, -1.65578], [1.55134, -3.13166, 2.85224], [1.41898, -2.90126, 3.77182], [0.85773, -3.76291, 2.66076]],
  "atomic_forces_ev_per_a": [[-0.1, 0.1, -0.2], [-0.2, 0.1, 0.2], [0.3, -0.2, 0.0], [-0.3, 0.1, -0.1], [0.2, 0.0, -0.1], [0.0, -0.2, 0.3], [0.2, 0.1, 0.0], [-0.1, -0.3, 0.0], [-0.2, 0.1, 0.0], [0.1, 0.1, -0.2], [0.0, 0.1, 0.2], [-0.2, -0.2, -0.1]]
}

=====

# 8
{
  "formula": "C3H8O",
  "method": "ωB97M-V/def2-TZVPD",
  "smiles": "CCCO",
  "lumo_energy_ha": 0.03577,
  "max_force_ev_per_a": 2.8,
  "orbital_gap_ev": 11.07,
  "mol_weight_g_mol": 60.10,
  "e_above_lowest_kcal_mol": 15.4,
  "symbols": ["O", "C", "C", "C", "H", "H", "H", "H", "H", "H", "H", "H"],
  "xyz": [[-0.68308, -1.06151, -0.05213], [1.72258, 0.87226, -0.72179], [-0.28833, 0.01156, 0.70786], [1.23611, 0.29719, 0.56189], [-1.61574, -1.10392, -0.26630], [2.81212, 0.98063, -0.65620], [1.32561, 1.91265, -0.82519], [1.41038, 0.16764, -1.64078], [-0.47712, -0.12336, 1.77694], [-0.94362, 0.89365, 0.46661], [1.49193, 1.00117, 1.42741], [1.79040, -0.60491, 0.67435]],
  "atomic_forces_ev_per_a": [[0.3, -1.7, -1.0], [-0.8, 0.1, -2.1], [0.0, 2.1, 0.7], [-1.2, 1.0, 1.4], [0.0, 0.4, 0.3], [-0.2, -0.2, -0.4], [0.1, -0.8, -0.5], [0.8, 1.8, 1.9], [0.0, -0.4, 0.2], [0.9, -0.2, -0.1], [-0.2, -1.0, -1.1], [0.2, -1.0, 0.7]]
}